{
  "formula": "C3H4P2",
  "method": "ωB97M-V with the def2-TZVPD basis set",
  "de_lowest_kcal_mol": 122.6,
  "e_homo_ev": [-7.2801, -8.0598],
  "orbital_gap_ha": [0.2454, 0.2739],
  "symbols": ["C", "C", "C", "P", "P", "H", "H", "H", "H"],
  "coordinates": [[-0.0121, 1.4123, -0.7876], [-0.2763, -1.2105, 0.3879], [-0.2216, 0.1952, 0.0585], [1.2743, 1.0138, 0.4952], [1.3796, -1.0692, -0.2801], [0.1923, 1.1843, -1.7868], [-0.6220, 2.2066, -0.3774], [-0.7857, -1.8634, 2.3489], [-0.9286, -1.8692, -0.0587]]
}

{
  "formula": "C6H78BINO37",
  "method": "ωB97M-V with the def2-TZVPD basis set",
  "de_lowest_kcal_mol": 0.0,
  "e_homo_ev": -2.5581,
  "charge": -1,
  "orbital_gap_ha": 0.1364,
  "symbols": ["N", "C", "C", "C", "C", "B", "O", "O", "C", "C", "O", "I", "H", "H", "H", "H", "H", "H", "H", "H", "H", "H", "O", "H", "H", "O", "H", "H", "O", "H", "H", "O", "H", "H", "O", "H", "H", "O", "H", "H", "O", "H", "H", "O", "H", "H", "O", "H", "H", "O", "H", "H", "O", "H", "H", "O", "H", "H", "O", "H", "H", "O", "H", "H", "O", "H", "H", "O", "H", "H", "O", "H", "H", "O", "H", "H", "O", "H", "H", "O", "H", "H", "O", "H", "H", "O", "H", "H", "O", "H", "H", "O", "H", "H", "O", "H", "H", "O", "H", "H", "O", "H", "H", "O", "H", "H", "O", "H", "H", "O", "H", "H", "O", "H", "H", "O", "H", "H", "O", "H", "H", "O", "H", "H"],
  "coordinates": [[-2.8262, -0.2700, 1.8393], [-1.5689, -0.1125, 1.7068], [-0.8930, 0.2473, 0.4012], [-0.3077, -1.0505, -0.1926], [1.2495, -0.9976, -0.1346], [1.9019, -2.0248, 0.8619], [1.1467, -2.9915, 1.5268], [3.2870, -2.0183, 1.0961], [-0.6521, -1.1846, -1.7022], [-2.1199, -0.9848, -2.0022], [-3.0008, -1.7485, -1.8128], [-2.5864, 0.9789, -2.9231], [-3.2723, -0.0917, 0.9374], [-0.9306, -0.2441, 2.5836], [-0.1318, 1.0128, 0.6286], [-1.6564, 0.7329, -0.2121], [1.6326, 0.0089, 0.1080], [1.6397, -1.2145, -1.1441], [0.6754, -3.5485, 0.9005], [3.4672, -1.9971, 2.0423], [-0.4263, -2.2075, -2.0184], [-0.0690, -0.5250, -2.3704], [-3.4695, 3.0306, -0.0863], [-4.1917, 3.6103, -0.3402], [-3.1333, 2.7015, -0.9297], [-6.1038, 0.0694, 2.5335], [-6.1675, -0.0871, 3.4804], [-5.2320, -0.2755, 2.2989], [-0.0500, 2.0271, -5.0286], [-0.7630, 2.6166, -5.3061], [0.3123, 1.7125, -5.8605], [3.0017, -4.0491, 3.9238], [2.5277, -3.6995, 3.1519], [2.8749, -5.0062, 3.8856], [-5.8250, 0.0184, -4.2624], [-5.4318, -0.5440, -3.5851], [-6.7727, -0.0181, -4.0957], [-0.6364, 4.4693, 0.1533], [-0.2591, 3.8896, 0.8231], [-1.5912, 4.4206, 0.3193], [1.1624, -1.2830, -4.5825], [0.4379, -0.6947, -4.8253], [1.4963, -1.6078, -5.4295], [-1.4850, 3.0597, -7.1508], [-2.2012, 3.6420, -7.4182], [-1.1111, 2.7317, -7.9776], [-5.8393, 3.0279, -1.4125], [-5.8254, 2.0756, -1.5677], [-6.7507, 3.2868, -1.5726], [-1.1949, -3.8651, -3.9301], [-0.8019, -3.3649, -4.6546], [-1.7776, -3.2294, -3.5002], [-1.7044, -0.8660, 5.2503], [-2.1378, -0.5893, 4.4293], [-1.7738, -1.8255, 5.2414], [-4.4528, 1.9257, -6.5335], [-4.7137, 1.3142, -5.8304], [-5.2646, 2.3868, -6.7623], [6.0058, -3.7264, 3.8871], [6.3831, -4.3198, 4.5419], [5.0617, -3.7052, 4.1144], [8.3492, -2.2105, 2.7173], [7.7385, -2.9535, 2.8282], [8.6664, -2.2996, 1.8122], [-2.7343, 6.1482, 1.0963], [-2.7927, 6.7127, 1.8717], [-1.9046, 6.4008, 0.6790], [-0.1517, 2.6928, 2.8076], [0.2233, 2.1951, 3.5402], [-1.1056, 2.6275, 2.9365], [11.5613, -2.0234, 2.3499], [11.9436, -2.6114, 3.0070], [10.6246, -1.9877, 2.5828], [4.1453, -0.9186, -4.5718], [4.5408, -1.4750, -3.8949], [3.1981, -0.9494, -4.3783], [-1.5144, 7.3178, -1.2565], [-1.0222, 6.4826, -1.2726], [-1.3223, 7.6990, -2.1212], [-1.5653, 0.1903, 8.0694], [-1.6384, -0.1202, 7.1550], [-1.1271, 1.0419, 7.9948], [-8.1389, 1.1473, -2.9609], [-7.7369, 1.6756, -3.6605], [-8.7516, 1.7459, -2.5232], [1.8760, -3.5288, 6.8066], [1.2799, -4.2784, 6.8860], [2.2388, -3.6158, 5.9115], [3.4272, -6.7410, 4.8528], [3.3258, -6.8947, 5.8025], [4.2682, -7.1588, 4.6330], [4.9150, -3.4143, 6.5449], [4.3768, -2.7057, 6.1771], [5.7963, -3.0336, 6.6149], [-3.0099, 9.5873, -2.5206], [-2.6867, 9.0017, -1.8241], [-3.9628, 9.6010, -2.3879], [0.4222, 2.5283, -9.6812], [0.1500, 3.1683, -10.3461], [1.3703, 2.6861, -9.5744], [-7.0103, -2.9480, 1.5604], [-6.8366, -2.0243, 1.7781], [-6.4449, -3.1205, 0.8015], [4.1439, -6.9293, 7.9680], [4.7944, -6.2508, 7.7666], [4.0324, -6.8740, 8.9218], [2.6815, -9.5860, 4.2189], [2.9260, -8.6717, 4.4293], [3.2184, -9.8145, 3.4551], [-1.1473, 8.1591, 2.6379], [-1.2060, 8.7276, 3.4115], [-0.3237, 8.4126, 2.2098], [6.3269, -6.5252, 5.5553], [7.1471, -7.0299, 5.5418], [6.4110, -5.9509, 6.3227], [2.7748, 0.9117, -9.7532], [3.1508, 0.3440, -9.0716], [1.8221, 0.8390, -9.6192], [-2.3468, 12.2929, -1.0452], [-2.4012, 11.3389, -1.1896], [-3.2320, 12.6096, -1.2436], [0.7126, -2.8523, -7.0844], [0.2402, -2.4966, -7.8437], [0.6209, -3.8069, -7.1679]]
}

{
  "formula": "C3H8OSi",
  "method": "ωB97M-V with the def2-TZVPD basis set",
  "s2": 2.01,
  "de_lowest_kcal_mol": 21.8,
  "e_homo_ev": [-5.1545, -11.3231],
  "multiplicity": 3,
  "orbital_gap_ha": [0.2033, 0.3688],
  "symbols": ["C", "C", "C", "O", "Si", "H", "H", "H", "H", "H", "H", "H", "H"],
  "coordinates": [[1.7237, 1.4468, -1.2857], [0.2869, 0.4058, 1.6446], [-0.4293, -1.3031, -0.9544], [2.8614, 1.5191, -0.9219], [-0.3606, 0.4990, -0.1616], [1.5799, 1.8899, -2.3173], [1.2540, 0.8478, 1.6322], [-0.4567, 0.7635, 2.3345], [0.4435, -0.6077, 2.0416], [0.5075, -1.5208, -1.2987], [-0.7004, -2.0165, -0.2758], [-1.2660, -1.3439, -1.7999], [-1.2114, 1.5721, -0.4426]]
}

{
  "formula": "C35H24Cl5CoN7O3S",
  "method": "ωB97M-V with the def2-TZVPD basis set",
  "s2": 0.76,
  "de_lowest_kcal_mol": 0.0,
  "e_homo_ev": [-1.7192, -1.7006],
  "charge": -2,
  "multiplicity": 2,
  "orbital_gap_ha": [0.1971, 0.1964],
  "symbols": ["Co", "Cl", "C", "C", "C", "Cl", "C", "Cl", "C", "Cl", "C", "Cl", "C", "O", "C", "C", "C", "C", "C", "C", "N", "N", "C", "C", "C", "C", "O", "C", "N", "C", "C", "C", "C", "H", "H", "H", "H", "H", "H", "H", "H", "H", "H", "H", "H", "C", "C", "C", "N", "N", "C", "N", "S", "H", "H", "H", "H", "H", "H", "H", "O", "C", "N", "C", "C", "C", "C", "C", "C", "C", "C", "H", "H", "H", "H", "H"],
  "coordinates": [[-0.2233, -0.2157, -0.0078], [2.5461, -1.4581, 1.6048], [2.7206, 0.0630, 0.7632], [1.6202, 0.6454, 0.1157], [1.9132, 1.8935, -0.4620], [0.6702, 2.7868, -1.2892], [3.1698, 2.5024, -0.4165], [3.4522, 4.0584, -1.1381], [4.2286, 1.8595, 0.2121], [5.8042, 2.5863, 0.2591], [3.9999, 0.6269, 0.8067], [5.3265, -0.1799, 1.5896], [-2.1138, -3.6495, 5.2405], [-3.3774, -4.1897, 4.8763], [-4.2111, -3.3528, 4.1917], [-3.9394, -2.0096, 3.9672], [-4.8246, -1.2453, 3.2194], [-5.9890, -1.7946, 2.6821], [-6.2705, -3.1291, 2.9739], [-5.3903, -3.9088, 3.7069], [-7.0046, -1.0800, 1.9592], [-6.7393, -0.0976, 1.2183], [-5.4611, 0.2087, 0.7552], [-5.1649, 1.5732, 0.6743], [-3.8966, 2.0649, 0.4723], [-2.7835, 1.1841, 0.3106], [-1.6093, 1.5443, 0.2200], [-3.1240, -0.2504, 0.1942], [-2.0955, -1.0638, -0.1224], [-2.3255, -2.3386, -0.3428], [-3.6112, -2.8846, -0.2688], [-4.6587, -2.0869, 0.0963], [-4.4341, -0.7210, 0.3741], [-1.5474, -4.4726, 5.6724], [-2.2170, -2.8502, 5.9773], [-1.5839, -3.2419, 4.3788], [-3.0217, -1.5449, 4.3125], [-4.5680, -0.2110, 3.0384], [-7.1957, -3.5497, 2.5947], [-5.5974, -4.9539, 3.9051], [-5.9916, 2.2530, 0.8605], [-3.6955, 3.1286, 0.4691], [-1.4677, -2.9450, -0.5908], [-3.7567, -3.9359, -0.4833], [-5.6572, -2.4936, 0.1680], [2.4539, -6.2283, 1.9823], [1.2224, -6.1733, 1.0756], [1.2410, -4.9764, 0.1766], [0.6388, -3.8753, 0.4504], [0.8315, -2.8844, -0.4818], [1.5926, -3.2594, -1.4618], [1.9995, -2.4248, -2.4623], [2.1552, -4.9053, -1.3088], [2.3750, -7.0508, 2.6970], [2.5501, -5.2947, 2.5380], [3.3669, -6.3675, 1.3990], [0.3164, -6.0971, 1.6768], [1.1501, -7.0861, 0.4789], [1.4271, -1.5718, -2.5054], [2.1590, -2.8521, -3.3583], [-0.9477, -0.8417, 4.2370], [-0.6686, -0.6672, 3.0590], [-0.3791, -0.5115, 1.9301], [-0.1418, -0.1649, -1.9309], [-0.0800, -0.1351, -3.1550], [0.0142, -0.1038, -4.5804], [-1.1019, -0.3552, -5.3955], [-0.9969, -0.3384, -6.7778], [0.2227, -0.0734, -7.3928], [1.3366, 0.1803, -6.6013], [1.2360, 0.1679, -5.2172], [-2.0506, -0.5615, -4.9160], [-1.8762, -0.5342, -7.3819], [0.3013, -0.0588, -8.4734], [2.2932, 0.3970, -7.0642], [2.1012, 0.3815, -4.6011]]
}